Formula: C22H28N2O5S
Source: OMol25
Level of theory: ωB97M-V with the def2-TZVPD basis set

Summary:
- E: -1739.0118 a.u.
- HOMO-LUMO gap: 9.04 eV
- E_LUMO: 0.46 eV
- Energy relative to the best compared isomer or geometry (same formula, charge and spin): 71.3 kcal per mole
- Total charge: 0
- Multiplicity: 1

Cartesian coordinates (Å):
C1 0.31689 0.40443 -7.16140
O1 -0.20760 1.63195 -6.70557
C2 -0.40752 1.78765 -5.37355
C3 -0.94814 3.00712 -4.96069
C4 -1.18617 3.27042 -3.62798
C5 -0.89068 2.31818 -2.64990
O2 -1.05361 2.49906 -1.31610
C6 -1.68900 3.67370 -0.86260
C7 -0.36512 1.09978 -3.07155
S1 0.01142 -0.23794 -1.93986
O3 -0.00212 -1.45944 -2.69097
O4 -0.85700 -0.19923 -0.78923
N1 1.63178 0.06274 -1.58537
C8 2.28249 -1.08826 -0.98340
C9 1.74407 -1.34910 0.42107
C10 1.81451 -0.09301 1.30547
C11 0.95148 -0.31958 2.55288
O5 1.42246 -0.36061 3.67121
N2 -0.35776 -0.46550 2.27488
C12 -1.35602 -0.76784 3.29646
C13 -1.53825 0.43367 4.22147
C14 -0.96540 -2.05489 3.99733
C15 -0.83857 -3.19878 3.21450
C16 -0.46506 -4.40483 3.77552
C17 -0.21364 -4.48704 5.13482
C18 -0.33714 -3.35547 5.91985
C19 -0.70919 -2.14613 5.35646
C20 1.36495 1.19334 0.59410
C21 1.90007 1.27124 -0.83415
C22 -0.12128 0.83261 -4.40490
H1 1.31593 0.22170 -6.75496
H2 0.37678 0.49731 -8.24447
H3 -0.33875 -0.43156 -6.90199
H4 -1.17974 3.74556 -5.71167
H5 -1.60418 4.22537 -3.35366
H6 -1.76107 3.56446 0.21798
H7 -1.09864 4.56538 -1.09727
H8 -2.69277 3.77605 -1.28447
H9 3.35845 -0.89078 -0.96883
H10 2.08278 -1.94100 -1.63336
H11 2.31104 -2.15155 0.89677
H12 0.71167 -1.68328 0.31753
H13 2.84857 0.03501 1.64326
H14 -0.66694 -0.41429 1.31365
H15 -2.29567 -0.94714 2.75929
H16 -1.83667 1.29939 3.63359
H17 -0.59964 0.65803 4.71979
H18 -2.30845 0.23155 4.96097
H19 -1.03267 -3.13837 2.15234
H20 -0.36968 -5.28207 3.15186
H21 0.07983 -5.42787 5.57730
H22 -0.13694 -3.41020 6.98018
H23 -0.78520 -1.27578 5.98692
H24 0.27894 1.24061 0.53821
H25 1.71393 2.05677 1.16409
H26 2.98550 1.41592 -0.83814
H27 1.44044 2.10478 -1.36665
H28 0.27230 -0.14221 -4.63708